P.
ORCA calculation (ωB97M-V/def2-TZVPD) on a single C3H4N2 molecule.

Last column: Mulliken charge in e.
Geometry (Å):
N (0.8452, -0.4986, 0.3564)  0.1497
C (-0.3712, -0.8262, -0.3114)  -0.1911
C (-1.2356, 0.3581, -0.2770)  -0.6816
C (-0.2894, 1.2903, 0.2610)  -0.0981
N (0.8731, 0.7743, 0.6555)  -0.5069
H (1.6615, -1.0633, 0.5337)  0.2403
H (-0.7004, -1.8631, -0.2540)  0.4383
H (-0.3232, -0.5165, -1.4014)  0.2213
H (-0.4599, 2.3450, 0.4373)  0.4280

Results
**Frontier orbital gap**: 8.9 eV
**2S+1**: 1

Q.
ORCA calculation (ωB97M-V/def2-TZVPD) on a 2-piece molecular cluster, C3H4N2 overall.

Last column: Mulliken charge in e.
Geometry (Å):
C (-0.1926, -1.8144, 0.2468)  -0.3290
C (0.0848, -0.5416, -0.1973)  0.1721
N (1.1715, 0.1128, -0.3912)  -0.3287
C (0.1672, 3.1545, -0.1149)  -0.2514
N (-0.7113, 2.3776, -0.0045)  -0.5340
H (-1.2444, -2.1190, 0.1691)  0.2681
H (-0.7994, 0.1664, -0.0692)  0.3616
H (0.9831, 1.1281, -0.3423)  0.3592
H (0.5412, -2.4643, 0.7035)  0.2820

Results
**Frontier orbital gap**: 4.1 eV
**2S+1**: 1

R.
ORCA calculation (ωB97M-V/def2-TZVPD) on a 2-piece molecular cluster, C3H4N2 overall.

Last column: Mulliken charge in e.
Geometry (Å):
C (-0.7964, -0.2482, 2.1888)  0.6553
C (0.5630, 0.8991, -1.5317)  -0.3001
C (-0.7373, -1.3084, 1.4055)  -0.5906
N (-0.8113, 0.7721, 2.7716)  -0.3426
N (0.2293, -0.2061, -1.1226)  -0.3240
H (0.4751, 1.6722, -0.6426)  0.1817
H (0.7028, 1.2750, -2.5009)  0.2727
H (0.1812, -1.9538, 1.3830)  0.2482
H (0.1935, -0.9018, -1.9511)  0.1995

Results
**Frontier orbital gap (alpha / beta)**: 7.8 / 7.7 eV
**2S+1**: 1

P takes first place; second place is 39.8 kcal/mol up.

P.
ORCA calculation (ωB97M-V/def2-TZVPD) on a single C3H4N2 molecule.

Last column: Mulliken charge in e.
Geometry (Å):
N (1.9351, -0.8751, -0.9447)  -0.4850
C (1.3707, 0.0483, -0.5297)  0.3257
C (0.1939, 0.7658, -0.0478)  -0.1201
C (-0.8726, -0.3035, -0.1539)  -0.3887
N (-0.4701, 0.2393, 1.1235)  -0.4671
H (0.0872, 1.8365, -0.2205)  0.3641
H (-1.9066, -0.1393, -0.4373)  0.2569
H (-0.4207, -1.2348, -0.5359)  0.2393
H (0.0831, -0.3373, 1.7464)  0.2749

Results
**Frontier orbital gap**: 11.4 eV
**SMILES**: N#C[C@H]1CN1
**2S+1**: 1

Q.
ORCA calculation (ωB97M-V/def2-TZVPD) on a single C3H4N2 molecule.

Last column: Mulliken charge in e.
Geometry (Å):
H (-2.5612, -0.4125, 0.0543)  0.2343
N (-1.5496, -0.5156, 0.0542)  -0.6042
C (-0.9792, 0.6200, -0.0480)  0.0175
C (0.4775, 0.7292, -0.0467)  -0.7338
C (1.1638, -0.3819, 0.1321)  0.5743
N (1.7256, -1.4165, 0.4333)  -0.4556
H (-1.5056, 1.5791, -0.1083)  0.3385
H (1.0042, 1.6689, -0.1484)  0.3391
H (2.2244, -1.8708, -0.3225)  0.2899

Results
**Frontier orbital gap**: 9.9 eV
**SMILES**: [H]/N=C/C=C=N
**2S+1**: 1

Q takes first place; second place is 8.0 kcal/mol up.

P.
ORCA calculation (ωB97M-V/def2-TZVPD) on a 5-piece molecular cluster, H10O5 overall.

Last column: Mulliken charge in e.
Geometry (Å):
O (-0.0606, -0.7300, 0.7003)  -0.5991
H (0.2732, -0.4136, -0.1467)  0.2732
H (-0.9019, -1.1458, 0.4803)  0.3235
O (2.9768, -2.5222, -0.5592)  -0.6076
H (2.0558, -2.4168, -0.8231)  0.3129
H (3.4189, -1.7545, -0.9391)  0.3001
O (3.4301, 1.0183, 0.9208)  -0.5998
H (3.6238, 0.3441, 0.2598)  0.3022
H (2.7080, 1.5258, 0.5335)  0.2897
O (-5.2876, -0.9210, 0.1319)  -0.6401
H (-5.1217, -1.6863, 0.6939)  0.3211
H (-6.2230, -0.7304, 0.2654)  0.3192
O (-0.5444, 3.4516, -0.4815)  -0.6245
H (0.4030, 3.4369, -0.3048)  0.3168
H (-0.7504, 2.5439, -0.7316)  0.3124

Results
**Frontier orbital gap**: 11.6 eV
**SMILES**: O.O.O.O.O
**2S+1**: 1

Q.
ORCA calculation (ωB97M-V/def2-TZVPD) on H10O5 as an isolated structure.

Last column: Mulliken charge in e.
Geometry (Å):
O (-0.1442, -0.3738, 0.4637)  -0.4300
H (0.4245, -1.0965, 0.1981)  0.2088
H (0.3109, 0.0308, 1.2023)  0.3686
O (-0.5292, 1.8036, -0.0004)  -0.7924
H (0.0168, 1.5044, -0.7275)  0.2730
H (0.0833, 1.9266, 0.7248)  0.4495
O (0.5414, 1.7038, 1.7688)  -0.6517
H (1.3640, 1.4485, 1.3512)  0.3924
H (0.5876, 1.3199, 2.6445)  0.3230
O (0.1708, -1.9935, -1.9828)  -0.5418
H (0.8539, -1.9063, -1.3179)  0.2370
H (0.0438, -2.9379, -2.0739)  0.3020
O (-1.5808, -0.6594, -0.6886)  -0.8577
H (-1.3121, -0.1689, -1.4654)  0.2175
H (-0.8306, -0.6013, -0.0968)  0.5018

Results
**Frontier orbital gap**: 7.5 eV
**2S+1**: 1

R.
ORCA calculation (ωB97M-V/def2-TZVPD) on a 5-piece molecular cluster, H10O5 overall.

Last column: Mulliken charge in e.
Geometry (Å):
O (-16.6167, 15.1150, 19.2082)  -0.7224
H (-16.7824, 15.8002, 19.8715)  0.2998
H (-17.4934, 14.8737, 18.8850)  0.3230
O (-13.7780, 15.4261, 18.8112)  -0.6212
H (-14.7105, 15.2852, 19.0677)  0.4027
H (-13.3093, 14.6527, 19.1398)  0.3068
O (-15.9815, 16.5813, 22.2624)  -0.6369
H (-16.6028, 15.8643, 22.4478)  0.3332
H (-15.1340, 16.2617, 22.5926)  0.3242
O (-19.5109, 15.0362, 19.6410)  -0.5986
H (-20.0351, 15.6024, 20.2177)  0.2811
H (-20.1465, 14.4139, 19.2646)  0.3028
O (-18.9638, 14.5306, 22.6519)  -0.6364
H (-18.5682, 14.4239, 21.7751)  0.3484
H (-19.7031, 15.1297, 22.5153)  0.2933

Results
**Frontier orbital gap**: 10.5 eV
**SMILES**: O.O.O.O.O
**2S+1**: 1

R takes first place; second place is 15.0 kcal/mol up.

P.
ORCA calculation (ωB97M-V/def2-TZVPD) on a 5-piece molecular cluster, H10O5 overall.

Last column: Mulliken charge in e.
Geometry (Å):
O (0.4272, -1.2150, -1.5009)  -0.6432
H (0.2732, -2.1950, -1.5309)  0.3040
H (0.2464, -0.8674, -2.3513)  0.3164
O (0.2367, 2.9273, 1.0425)  -0.6396
H (-0.3385, 2.1555, 1.1267)  0.3292
H (-0.1623, 3.6117, 1.6343)  0.3120
O (0.2825, -3.4311, 1.2056)  -0.6147
H (-0.4355, -3.1993, 0.5359)  0.2935
H (-0.2463, -3.9227, 1.8736)  0.3181
O (-0.4473, 0.1047, 0.9944)  -0.6824
H (0.3809, 0.0982, 1.3625)  0.3368
H (-0.3621, -0.2877, 0.0865)  0.3219
O (-0.1158, 1.8622, -1.7674)  -0.6257
H (0.3439, 2.6845, -1.8734)  0.3004
H (-0.0830, 1.6740, -0.8381)  0.3734

Results
**Frontier orbital gap**: 11.6 eV
**SMILES**: O.O.O.O.O
**2S+1**: 1

Q.
ORCA calculation (ωB97M-V/def2-TZVPD) on a 5-piece molecular cluster, H10O5 overall.

Last column: Mulliken charge in e.
Geometry (Å):
O (-0.1743, 0.3119, -2.3686)  -0.7126
H (-0.0170, -0.4892, -2.9673)  0.3322
H (-1.0496, 0.2944, -1.9963)  0.3256
O (0.9934, 0.5254, 0.1343)  -0.6386
H (1.5731, -0.1468, -0.1095)  0.1945
H (0.5972, 0.6050, -0.7125)  0.4440
O (-0.8176, -0.2827, 2.3271)  -0.6277
H (-1.7036, 0.1467, 2.2243)  0.3150
H (-0.3510, -0.0226, 1.5634)  0.3443
O (0.9569, -2.7098, -0.7994)  -0.6278
H (1.3883, -2.8432, 0.0531)  0.3196
H (0.0322, -3.0226, -0.6287)  0.3235
O (-0.5002, 2.6708, 1.4381)  -0.6182
H (-1.2393, 2.6255, 0.8062)  0.2937
H (0.3117, 2.3370, 1.0357)  0.3326

Results
**Frontier orbital gap**: 10.7 eV
**SMILES**: O.O.O.O.O
**2S+1**: 1

R.
ORCA calculation (ωB97M-V/def2-TZVPD) on a 5-piece molecular cluster, H10O5 overall.

Last column: Mulliken charge in e.
Geometry (Å):
O (-24.7911, 1.0778, 4.7745)  -0.6924
H (-25.1080, 0.1888, 4.9341)  0.3868
H (-24.0090, 1.0369, 4.2306)  0.3373
O (-25.3800, -0.6531, 7.7860)  -0.6157
H (-25.4872, 0.2362, 8.1370)  0.3050
H (-25.9392, -0.6507, 7.0242)  0.3399
O (-26.1930, -1.1537, 5.0351)  -0.6848
H (-26.0975, -2.0426, 5.2543)  0.3785
H (-27.0846, -1.0210, 4.7614)  0.2861
O (-25.8699, 0.3722, 2.1787)  -0.6331
H (-26.0098, 0.6656, 3.0734)  0.3244
H (-25.2858, -0.4069, 2.2893)  0.3116
O (-25.3197, -3.4437, 5.8848)  -0.6900
H (-24.6594, -3.7566, 5.2530)  0.3243
H (-24.8677, -3.4002, 6.6942)  0.3220

Results
**Frontier orbital gap**: 11.2 eV
**SMILES**: O.O.O.O.O
**2S+1**: 1

R takes first place; second place is 3.8 kcal/mol up.

P.
ORCA calculation (ωB97M-V/def2-TZVPD) on a single C2H3NO molecule.

Last column: Mulliken charge in e.
Geometry (Å):
O (-1.0384, 0.6915, -0.4979)  -0.4968
C (-0.3155, -0.3782, -0.0321)  -0.1162
C (2.2371, 0.0843, -0.1046)  -0.0705
N (1.0797, 0.0679, 0.2283)  -0.1824
H (-0.9740, 1.4228, 0.1369)  0.3228
H (-0.4313, -1.2036, -0.7245)  0.2897
H (-0.5574, -0.6846, 0.9939)  0.2535

Results
**Frontier orbital gap**: 11.7 eV
**2S+1**: 1

Q.
ORCA calculation (ωB97M-V/def2-TZVPD) on a 2-piece molecular cluster, C2H3NO overall.

Last column: Mulliken charge in e.
Geometry (Å):
C (0.4367, 1.2110, -1.2245)  -0.4183
C (0.7869, 0.2204, -0.6462)  -0.3551
H (-0.0045, 2.0538, -1.5448)  0.4237
H (0.9856, -0.8176, -0.4441)  0.3513
N (-0.9110, -1.0920, 0.9955)  -0.0175
O (-1.3748, -0.2339, 1.7162)  -0.2237
H (0.0809, -1.3418, 1.1479)  0.2396

Results
**Frontier orbital gap**: 9.1 eV
**SMILES**: C#C.N=O
**2S+1**: 1

R.
ORCA calculation (ωB97M-V/def2-TZVPD) on a single C2H3NO molecule.

Last column: Mulliken charge in e.
Geometry (Å):
N (1.9012, 0.5184, 0.5687)  -0.3752
C (1.2024, -0.0435, -0.1619)  0.2036
C (-0.2384, -0.4385, -0.1080)  -0.1648
O (-1.0544, 0.5737, -0.6084)  -0.5025
H (-0.4125, -1.3610, -0.6432)  0.2837
H (-0.3953, -0.5982, 0.9705)  0.2138
H (-0.9845, 1.3352, -0.0147)  0.3414

Results
**Frontier orbital gap**: 11.9 eV
**SMILES**: N#CCO
**2S+1**: 1

S.
ORCA calculation (ωB97M-V/def2-TZVPD) on a 2-piece molecular cluster, C2H3NO overall.

Last column: Mulliken charge in e.
Geometry (Å):
C (-0.2785, 0.7502, -0.3253)  -0.2603
C (-0.8400, -0.5448, -0.0721)  0.2336
N (-1.3853, 0.5527, 0.6860)  -0.3152
O (-2.1177, -0.3060, -0.2046)  -0.2352
H (0.6915, 1.1063, -0.0252)  0.2487
H (-0.7129, 1.2190, -1.1431)  0.2200
H (0.1493, -2.4007, 0.9750)  0.1084

Results
**Frontier orbital gap (alpha / beta)**: 8.9 / 9.5 eV
**2S+1**: 1

R takes first place; second place is 9.7 kcal/mol up.

P.
ORCA calculation (ωB97M-V/def2-TZVPD) on a 2-piece molecular cluster, C2H3NO overall.

Last column: Mulliken charge in e.
Geometry (Å):
C (-2.4530, -0.8022, -0.8932)  0.0737
N (-1.4073, -0.4542, -0.5853)  -0.3318
H (-3.4903, -1.0040, -1.0435)  0.2600
C (2.2836, 0.3539, 0.7626)  -0.0509
O (1.8299, 1.4121, 0.4531)  -0.3546
H (2.1225, -0.6436, 0.1615)  0.2043
H (2.8002, 0.2510, 1.8189)  0.1994

Results
**Frontier orbital gap**: 10.9 eV
**SMILES**: C#N.C=O
**2S+1**: 1

Q.
ORCA calculation (ωB97M-V/def2-TZVPD) on a 2-piece molecular cluster, C2H3NO overall.

Last column: Mulliken charge in e.
Geometry (Å):
C (0.9504, -1.2593, -1.5114)  -0.5837
C (0.8145, -0.3450, -0.6765)  0.5184
N (-1.3685, 1.4971, 1.2266)  -0.4060
O (0.8459, 0.3820, 0.2114)  -0.3886
H (1.0534, -2.2057, -2.0456)  0.3446
H (-0.5522, 1.3610, 1.7706)  0.2730
H (-1.7435, 0.5698, 1.0249)  0.2424

Results
**Frontier orbital gap (alpha / beta)**: 4.5 / 4.6 eV
**2S+1**: 1

R.
ORCA calculation (ωB97M-V/def2-TZVPD) on a single C2H3NO molecule.

Last column: Mulliken charge in e.
Geometry (Å):
H (-1.3911, 0.5264, 1.7077)  0.2717
N (-1.1026, -0.0730, 0.9376)  -0.4914
C (-0.1306, 0.3308, 0.2558)  0.1966
C (0.4724, -0.3585, -0.8414)  -0.1692
O (0.9743, -1.8286, -0.7001)  -0.4209
H (0.3873, 1.3011, 0.4018)  0.2959
H (0.7903, 0.1017, -1.7614)  0.3173

Results
**Frontier orbital gap (alpha / beta)**: 9.0 / 8.9 eV
**SMILES**: [H]/N=C/C=O
**2S+1**: 1

S.
ORCA calculation (ωB97M-V/def2-TZVPD) on a single C2H3NO molecule.

Last column: Mulliken charge in e.
Geometry (Å):
C (0.1262, -1.2866, 0.1640)  -0.5539
C (0.7513, -0.1485, 0.0564)  0.5107
N (0.8085, 1.0835, -0.0866)  -0.4456
O (-0.5971, 1.3975, -0.1794)  -0.3583
H (-0.1673, -1.8117, -0.7371)  0.2576
H (-0.2428, -1.5933, 1.1351)  0.2577
H (-0.6590, 2.3492, -0.2978)  0.3318

Results
**Frontier orbital gap**: 10.9 eV
**SMILES**: C=C=NO
**2S+1**: 1

P takes first place; second place is 40.3 kcal/mol up.